This record from the Open Molecules 2025 dataset describes a cluster of 12 separate species, C54H143N11O16 in total at a distorted geometry. The level of theory is ωB97M-V with the def2-TZVPD basis set.

XYZ file:
```
224
Properties=species:S:1:pos:R:3:mulliken_charge:R:1
C -1.49062 -1.30656 9.07215 -0.897
C -2.92152 -1.08758 8.60580 -0.186
O -3.82994 -2.18952 8.79278 -0.541
H -1.37992 -0.94933 10.09598 0.299
H -0.89088 -0.59628 8.50302 0.164
H -1.09514 -2.31084 8.92010 0.310
H -2.89026 -0.72492 7.57837 0.222
H -3.25912 -0.24712 9.21221 0.333
H -4.69203 -1.76742 8.77780 0.301
C 5.89839 0.98360 -4.95407 -0.977
O 4.61143 0.55289 -5.42782 -0.190
C 3.62548 1.52062 -5.52036 -0.144
C 2.76466 1.25201 -6.68034 -0.939
N 1.80658 2.34996 -6.81256 0.071
C 0.80268 2.12368 -7.87876 -0.654
C -0.05870 3.38434 -8.19274 -0.856
O -0.89289 3.76902 -7.10982 0.008
C -1.92831 4.59077 -7.53923 -1.052
H 6.25025 1.88145 -5.46219 0.450
H 6.64474 0.22643 -5.19435 0.275
H 5.94523 1.33093 -3.92195 0.336
H 4.05935 2.49489 -5.74544 0.342
H 2.99705 1.54151 -4.62999 0.142
H 2.46581 0.20478 -6.72614 0.304
H 3.27999 1.37988 -7.63227 0.358
H 1.47207 2.60544 -5.89444 -0.084
H 0.10907 1.32252 -7.62356 0.227
H 1.36297 1.89298 -8.78483 0.505
H -0.67271 3.20112 -9.07452 0.501
H 0.60986 4.19547 -8.48117 0.356
H -1.59762 5.57630 -7.86705 0.331
H -2.63842 4.86267 -6.75827 0.260
H -2.50969 4.10158 -8.32077 0.439
C -0.41278 -0.74869 -4.62590 -0.412
O -1.43050 0.14085 -4.17015 -0.103
C -2.01480 1.00636 -5.11190 0.487
C -2.61450 2.17416 -4.36642 -1.130
N -3.51116 1.79463 -3.33398 0.381
C -4.93999 1.67409 -3.72476 -0.803
C -5.86429 0.89222 -2.82134 0.194
O -6.42860 1.63264 -1.73495 -0.531
C -5.49587 2.25503 -0.84201 -0.336
H 0.50994 -0.24966 -4.92195 -0.025
H -0.87916 -1.27885 -5.45627 0.455
H -0.18356 -1.41175 -3.79169 -0.056
H -2.71655 0.36986 -5.65090 0.454
H -1.31902 1.40336 -5.85107 -0.545
H -3.00695 2.97484 -4.99333 0.562
H -1.76306 2.48466 -3.76083 -0.124
H -3.12267 0.95374 -2.93138 0.051
H -5.04824 1.23470 -4.71637 0.500
H -5.43275 2.64197 -3.81689 0.316
H -5.29278 0.19077 -2.21351 -0.339
H -6.66709 0.29260 -3.25039 0.372
H -4.83684 1.57697 -0.29978 0.241
H -5.99172 2.86550 -0.08731 0.112
H -4.94652 3.07194 -1.30994 0.185
C 2.17419 8.13495 -5.94046 -0.753
O 2.00905 7.08154 -5.02982 -0.301
C 2.63733 5.88559 -5.18485 -0.813
C 2.53307 5.04650 -3.87830 -0.762
N 1.22498 4.26384 -3.90806 0.254
C 0.79544 3.65297 -2.63128 -0.607
C -0.47251 4.37374 -2.08936 -0.742
O -0.87027 3.92836 -0.81796 0.026
C -1.97660 4.58016 -0.23364 -0.175
H 1.43177 8.16551 -6.73794 0.239
H 3.20148 8.14615 -6.30466 0.325
H 1.99626 9.07143 -5.41183 0.247
H 3.70079 6.01927 -5.38301 0.532
H 2.22197 5.32003 -6.01895 0.298
H 2.54526 5.67708 -2.98930 0.430
H 3.28788 4.27352 -3.73385 0.454
H 0.59805 4.92982 -4.33645 0.184
H 1.60737 3.63550 -1.90426 0.616
H 0.55940 2.60727 -2.82855 -0.072
H -1.30367 4.25356 -2.78423 0.352
H -0.13370 5.40920 -2.05561 0.347
H -2.04350 5.62103 -0.55023 0.450
H -1.96151 4.55538 0.85597 -0.294
H -2.92010 4.13091 -0.54362 -0.001
C 2.67254 -6.89446 -1.57625 -0.669
O 2.09719 -5.95649 -2.48966 -0.429
C 1.63962 -4.85727 -1.76376 -0.605
C 1.17987 -3.79755 -2.75264 0.301
N 2.25792 -3.44532 -3.73021 -0.345
C 3.25537 -2.56261 -3.09255 0.353
C 4.45403 -2.16971 -3.98479 -0.274
O 5.07593 -3.38844 -4.39585 -0.428
C 6.24700 -3.21519 -5.08708 -0.815
H 3.61908 -6.51927 -1.18713 0.129
H 3.01182 -7.77902 -2.11527 0.324
H 2.05401 -7.23284 -0.74498 0.335
H 2.26628 -4.55867 -0.92339 0.205
H 0.69209 -5.19022 -1.34018 0.587
H 0.87821 -2.86736 -2.27113 -0.508
H 0.31430 -4.19093 -3.28569 0.424
H 2.85718 -4.21190 -4.00104 0.410
H 3.52999 -2.88522 -2.08826 -0.303
H 2.76415 -1.62847 -2.82021 -0.312
H 5.14395 -1.46949 -3.51382 0.225
H 3.90138 -1.76410 -4.83225 0.445
H 6.48578 -4.20398 -5.47872 0.300
H 6.95084 -2.61590 -4.50954 0.282
H 6.17804 -2.58388 -5.97296 0.286
C 5.01830 -1.17033 7.45092 -1.416
C 5.75865 -1.92989 8.61031 0.361
C 4.69175 -2.78548 9.39330 -0.641
O 5.26713 -3.87400 10.02691 -0.317
C 4.40214 -4.43863 11.00441 -0.764
N 6.62501 -2.81534 7.79635 -0.741
H 5.72849 -0.62119 6.83273 0.412
H 4.21094 -0.60121 7.91176 0.310
H 4.52353 -1.81406 6.72365 0.348
H 6.28132 -1.33735 9.36119 0.296
H 3.87720 -3.15352 8.76949 0.343
H 4.20110 -2.06076 10.04303 0.378
H 5.05947 -5.21381 11.39826 0.256
H 3.51730 -4.87385 10.53992 0.298
H 4.18271 -3.71432 11.78884 0.315
H 6.99755 -3.46513 8.47390 0.307
H 6.19992 -3.38231 7.07665 0.259
C 1.98478 -2.01759 2.46473 -1.695
C 0.72997 -1.22879 2.49165 2.188
C -0.33262 -1.66782 1.37669 -0.762
O 0.18511 -1.72025 0.01777 0.016
C 0.48499 -0.46320 -0.51327 -0.103
N 0.13973 -1.41681 3.80164 -0.831
H 2.73291 -1.67302 3.17867 0.390
H 2.52357 -2.06772 1.51853 0.151
H 1.78562 -3.08134 2.59456 0.321
H 0.98146 -0.16833 2.47544 -0.610
H -1.19479 -1.00200 1.41484 0.470
H -0.71275 -2.67437 1.55122 -0.124
H 1.19443 -0.59014 -1.33100 -0.206
H 0.86732 0.30200 0.16230 0.118
H -0.41204 0.06687 -0.83335 0.203
H -0.77123 -0.98244 3.84128 0.288
H 0.63658 -0.94125 4.54130 0.224
C -2.95028 3.72651 5.07005 -1.164
C -2.40663 4.91586 4.24068 1.671
C -3.57741 5.68112 3.55613 -0.983
O -4.29319 4.78556 2.76114 -0.190
C -5.70977 4.97533 2.68749 -0.903
N -1.63013 5.78706 5.12040 -0.682
H -2.12419 3.03992 4.88496 0.147
H -3.77114 3.25039 4.53377 0.356
H -2.99688 3.91072 6.14336 0.343
H -1.72853 4.63612 3.43444 -0.813
H -3.27440 6.47575 2.87434 0.247
H -4.35173 6.02520 4.24180 0.486
H -6.24377 4.27613 2.04401 0.184
H -5.88665 5.91976 2.17284 0.405
H -6.23289 5.00657 3.64325 0.356
H -2.03954 5.76678 6.04348 0.296
H -0.66444 5.51543 5.23763 0.252
C 5.28502 -4.16337 0.65823 -1.116
C 6.02622 -3.41482 -0.46763 1.151
C 6.07574 -1.86202 -0.17483 -0.850
O 4.77028 -1.27152 0.05674 0.001
C 5.08597 0.09515 0.58886 -0.265
N 7.28620 -4.13638 -0.52717 -0.729
H 4.27098 -3.78695 0.52364 -0.008
H 5.63335 -3.85982 1.64546 0.382
H 5.44639 -5.23602 0.55109 0.400
H 5.47630 -3.49805 -1.40506 -0.462
H 6.56938 -1.48551 -1.07075 0.276
H 6.78142 -1.77866 0.65171 0.361
H 4.18376 0.51467 1.03395 -0.314
H 5.37272 0.86066 -0.13216 0.253
H 5.77836 0.00631 1.42599 0.406
H 7.80824 -3.78462 -1.31700 0.279
H 7.88373 -3.79872 0.21381 0.291
C 0.92056 3.72623 2.21912 -1.311
C 2.34208 3.57281 2.79346 0.324
C 2.31068 3.15644 4.24402 -1.127
O 1.61317 1.90691 4.43549 -0.086
C 0.95547 1.87082 5.74760 -0.581
N 3.11697 2.60426 2.03112 -0.641
H 0.27685 2.84682 2.23879 0.361
H 0.77865 4.03938 1.18475 0.482
H 0.51008 4.53406 2.82493 0.304
H 2.85471 4.49611 3.06328 0.231
H 1.73563 3.92754 4.75667 0.512
H 3.32955 3.07449 4.62257 0.375
H 0.37670 0.94724 5.73642 0.035
H 0.15701 2.61260 5.76489 0.201
H 1.61952 1.85554 6.61184 0.329
H 2.74495 1.72133 2.35072 0.249
H 2.67366 2.84584 1.15635 0.219
C -8.68681 -3.57905 -4.02904 -1.456
C -8.01453 -4.33571 -2.89893 0.547
C -7.63248 -3.47407 -1.65913 -0.496
O -6.53283 -2.65631 -1.99596 -0.253
C -6.02115 -1.95077 -0.82260 -0.243
N -8.90995 -5.45694 -2.47157 -0.751
H -8.07216 -2.78479 -4.45264 0.299
H -9.59085 -3.06901 -3.69637 0.322
H -8.93768 -4.08645 -4.96055 0.389
H -7.17816 -4.85690 -3.36472 0.162
H -7.36359 -4.21250 -0.90381 0.151
H -8.43703 -2.92278 -1.17243 0.393
H -5.90077 -2.54580 0.08269 -0.048
H -6.67127 -1.15131 -0.46722 0.357
H -5.06412 -1.50427 -1.09244 0.095
H -9.37436 -5.86165 -3.27197 0.263
H -9.69724 -5.12409 -1.93353 0.245
C -3.22562 -4.38539 1.43491 -1.338
C -4.55557 -4.88409 2.09623 0.196
C -5.19310 -3.72032 2.96952 -0.651
O -4.71965 -4.01364 4.26771 -0.516
C -3.47458 -3.47302 4.62206 -0.672
N -5.50323 -5.22339 1.06738 -0.515
H -2.42078 -4.50767 2.15974 0.345
H -3.29148 -3.32988 1.17096 0.176
H -3.03789 -4.92153 0.50464 0.419
H -4.28131 -5.69986 2.76511 0.406
H -6.28301 -3.70680 2.97134 0.434
H -4.93449 -2.68124 2.76571 0.420
H -2.62959 -4.11001 4.36062 0.248
H -3.32819 -3.27689 5.68423 0.309
H -3.33583 -2.55870 4.04513 0.242
H -5.73547 -6.20607 1.08982 0.253
H -6.41685 -4.86693 1.30884 0.211
```

Output
HOMO level = -0.304 hartree
total energy = -107451.8446 eV
gap between HOMO and LUMO = 8.508 eV
SMILES = COC[C@H](C)N.COC[C@H](C)N.COC[C@H](C)N.COC[C@H](C)N.COC[C@H](C)N.COC[C@H](C)N.COC[C@H](C)N.COCCNCCOC.COCCNCCOC.COCCNCCOC.COCCNCCOC.CCO